15
Properties=species:S:1:pos:R:3:mulliken_charge:R:1 method="wB97M-V/def2-TZVPD" multiplicity=1 energy_ev=-28630.4261 relative_energy_ev=0.380 lumo_energy_ev=-1.014 homo_energy_ev=-8.6
C -1.340 0.409 -1.693 -1.286
C 1.767 1.006 1.865 -0.660
C -0.728 -1.407 -0.006 0.419
C -0.329 -0.186 -0.790 -0.277
F -1.974 -1.280 0.503 -0.260
F 0.096 -1.647 1.035 -0.220
S 0.198 1.438 1.130 -0.001
I 1.597 -0.459 -1.631 0.153
H -1.009 1.377 -2.061 0.372
H -1.490 -0.249 -2.556 0.408
H -2.289 0.519 -1.172 0.345
H 2.306 0.333 1.203 0.165
H 1.593 0.538 2.830 0.248
H 2.327 1.933 1.973 0.317
H -0.725 -2.324 -0.629 0.276

15
Properties=species:S:1:pos:R:3:mulliken_charge:R:1 method="wB97M-V/def2-TZVPD" multiplicity=1 energy_ev=-13232.3899 relative_energy_ev=1.856 lumo_energy_ev=0.854 homo_energy_ev=-9.4
C -1.614 -1.218 -0.051 -0.916
N -0.891 -0.026 0.440 -0.418
C 0.041 0.536 -0.483 -0.382
C 1.514 0.063 -0.229 -0.497
O 1.741 -0.790 0.844 -0.538
C 1.048 1.462 0.012 0.827
F 1.408 2.504 -0.770 -0.305
F 0.984 1.797 1.285 -0.269
H -2.367 -1.532 0.644 0.348
H -0.940 -2.031 -0.242 0.297
H -2.147 -1.096 -0.994 0.346
H -1.557 0.658 0.774 0.223
H -0.258 0.634 -1.503 0.419
H 2.152 -0.113 -1.025 0.506
H 0.887 -0.849 1.298 0.357

14
Properties=species:S:1:pos:R:3:mulliken_charge:R:1 method="wB97M-V/def2-TZVPD" multiplicity=1 energy_ev=-18978.4867 relative_energy_ev=4.376 lumo_energy_ev="-0.422 / 0.282" homo_energy_ev="-8.0 / -8.7"
C 0.077 -0.565 -0.605 -0.329
C -0.903 -0.846 0.528 -0.240
C -1.207 0.026 -0.609 -0.289
C -0.074 2.801 0.622 0.419
F -0.221 3.953 -0.154 -0.231
F -0.717 2.905 1.852 -0.216
P 1.593 2.285 0.929 -0.075
H 0.932 0.021 -0.469 -0.116
H 0.473 -1.281 -1.438 0.168
H -1.340 -1.873 0.501 0.244
H -0.601 -0.286 1.552 0.059
H -1.802 0.785 -0.946 0.481
H 1.780 1.493 -0.223 0.072
H 1.106 1.200 1.893 0.055

15
Properties=species:S:1:pos:R:3:mulliken_charge:R:1 method="wB97M-V/def2-TZVPD" multiplicity=1 energy_ev=-12003.9632 relative_energy_ev=3.094 lumo_energy_ev=0.930 homo_energy_ev=-8.5
C -2.382 -0.706 0.482 -0.798
C -1.397 -1.363 -0.121 -0.028
N -0.106 -0.891 -0.410 -0.236
C 0.481 0.272 0.109 0.445
C 1.918 0.200 0.563 -0.206
F 2.632 -0.553 -0.316 -0.282
N -0.051 1.457 0.123 -0.469
O -1.290 1.538 -0.501 -0.376
H -3.311 -1.193 0.678 0.266
H -2.363 0.295 0.879 0.245
H -1.533 -2.361 -0.464 0.352
H 0.562 -1.678 -0.418 0.288
H 2.393 1.221 0.689 0.268
H 1.917 -0.362 1.536 0.175
H -1.650 2.373 -0.236 0.356

15
Properties=species:S:1:pos:R:3:mulliken_charge:R:1 method="wB97M-V/def2-TZVPD" multiplicity=1 energy_ev=-12005.8777 relative_energy_ev=1.179 lumo_energy_ev=0.916 homo_energy_ev=-9.5
H -1.854 1.873 -0.053 0.268
N -2.535 1.172 -0.088 -0.723
C -2.048 -0.006 -0.061 0.611
N -2.842 -1.117 -0.214 -0.445
O -0.749 -0.395 0.086 -0.309
C 0.226 0.635 0.234 -0.529
C 1.547 -0.012 0.483 -0.274
C 2.555 0.153 -0.339 -0.168
F 3.755 -0.388 -0.128 -0.239
H -2.533 -1.937 0.225 0.230
H -3.840 -0.938 -0.077 0.277
H -0.092 1.262 1.105 0.365
H 0.283 1.265 -0.654 0.333
H 1.659 -0.620 1.370 0.294
H 2.538 0.751 -1.238 0.309

15
Properties=species:S:1:pos:R:3:mulliken_charge:R:1 method="wB97M-V/def2-TZVPD" multiplicity=1 energy_ev=-12003.2349 relative_energy_ev=3.822 lumo_energy_ev=0.532 homo_energy_ev=-9.0
C -1.882 -1.142 0.139 -0.849
C -0.698 -0.091 -0.016 0.385
C -1.002 1.407 0.096 -0.293
F -0.012 2.221 -0.210 -0.316
N 0.398 -0.810 -0.303 -0.546
N 1.587 0.036 -0.219 0.124
C 2.894 -0.408 -0.185 0.082
O 3.787 0.421 0.295 -0.603
H -2.382 -1.573 -0.899 0.233
H -1.366 -1.969 0.725 0.315
H -2.539 -0.496 0.770 0.294
H -1.454 1.602 0.992 0.396
H -1.838 1.272 -0.809 0.238
H 1.454 1.000 -0.051 0.177
H 3.052 -1.470 -0.325 0.365

15
Properties=species:S:1:pos:R:3:mulliken_charge:R:1 method="wB97M-V/def2-TZVPD" multiplicity=1 energy_ev=-11436.7283 relative_energy_ev=5.414 lumo_energy_ev=-4.484 homo_energy_ev=-14.3 charge=+1
C -0.054 -0.671 -0.038 0.519
C -2.222 -0.224 -0.429 0.411
C 0.454 -1.969 -0.075 -0.920
C 1.411 1.283 0.424 -0.926
N -2.063 0.965 -0.204 -0.428
N -0.904 1.446 0.119 -0.054
N 0.203 0.524 0.173 0.205
F -3.235 -0.952 -0.668 -0.152
H 1.241 -1.912 -0.850 0.314
H 0.831 -2.616 0.770 0.358
H -0.404 -2.520 -0.459 0.297
H 2.185 0.537 0.319 0.375
H 1.645 2.019 -0.302 0.352
H 1.571 1.690 1.435 0.335
H -0.658 2.400 -0.215 0.314

18
Properties=species:S:1:pos:R:3:mulliken_charge:R:1 method="wB97M-V/def2-TZVPD" multiplicity=1 energy_ev=-25942.2821 relative_energy_ev=0.000 lumo_energy_ev=4.976 homo_energy_ev=2.2 charge=-2
O 1.628 2.791 2.128 -0.523
C 1.223 2.645 1.019 0.571
F 1.389 3.670 0.107 -0.263
N 0.614 1.576 0.432 -0.127
C -0.657 1.145 1.069 0.265
O -0.739 0.073 1.579 -0.344
P -2.117 2.291 1.001 -0.074
H 0.463 1.780 -0.550 0.274
H -1.574 3.333 1.794 0.027
H -1.835 2.903 -0.243 0.024
O 0.406 -1.358 -2.216 -0.965
C 0.473 -2.032 -1.042 0.381
C -0.070 -3.525 -1.039 -0.438
O -0.025 -4.201 0.129 -0.939
H -0.108 -1.551 -0.197 -0.321
H 1.513 -2.126 -0.621 0.156
H 0.522 -4.001 -1.874 0.152
H -1.106 -3.415 -1.476 0.143

13
Properties=species:S:1:pos:R:3:mulliken_charge:R:1 method="wB97M-V/def2-TZVPD" multiplicity=1 energy_ev=-9025.1131 relative_energy_ev=1.158 lumo_energy_ev=0.783 homo_energy_ev=-10.0
C 0.486 -1.210 0.267 -1.276
C 0.776 0.170 -0.273 1.296
C -0.461 1.041 -0.713 -1.268
F 1.662 0.140 -1.350 -0.347
C 1.488 0.828 0.866 -0.239
O 2.638 1.118 0.822 -0.417
H -0.001 -1.923 -0.378 0.347
H -0.356 -0.959 1.111 0.284
H 1.496 -1.520 0.587 0.344
H -1.311 0.871 -0.177 0.384
H -0.251 2.148 -0.427 0.307
H -0.609 0.985 -1.883 0.300
H 0.920 0.894 1.887 0.286

13
Properties=species:S:1:pos:R:3:mulliken_charge:R:1 method="wB97M-V/def2-TZVPD" multiplicity=1 energy_ev=-9023.5661 relative_energy_ev=2.705 lumo_energy_ev=1.133 homo_energy_ev=-9.9
C -1.875 -0.493 0.096 -1.146
C -0.463 -0.159 -0.430 -0.076
O -0.130 1.337 -0.323 -0.436
C 1.252 1.122 0.045 -0.391
C 0.988 -0.313 0.330 0.288
F 1.762 -1.220 -0.357 -0.323
H -1.604 -0.478 1.128 0.322
H -2.491 0.181 -0.401 0.356
H -1.970 -1.604 -0.239 0.273
H -0.264 -0.395 -1.437 0.414
H 1.981 1.254 -0.778 0.249
H 1.859 1.640 0.952 0.223
H 0.954 -0.872 1.415 0.248

13
Properties=species:S:1:pos:R:3:mulliken_charge:R:1 method="wB97M-V/def2-TZVPD" multiplicity=1 energy_ev=-9022.7270 relative_energy_ev=3.544 lumo_energy_ev="-0.123 / -0.120" homo_energy_ev="-8.8 / -8.8"
C 1.274 0.420 0.771 -0.165
C -0.582 -1.263 0.548 -1.235
C -0.593 1.304 -1.028 -0.915
C 0.498 -0.520 -0.075 0.680
O 2.412 0.749 0.500 -0.523
F 1.138 -1.037 -1.114 -0.275
H 0.639 0.886 1.519 0.369
H -1.346 -1.357 -0.125 0.397
H -1.173 -0.824 1.378 0.378
H -0.316 -2.217 1.115 0.318
H -0.361 0.843 -2.014 0.278
H -1.593 0.885 -0.694 0.293
H 0.003 2.130 -0.781 0.400

13
Properties=species:S:1:pos:R:3:mulliken_charge:R:1 method="wB97M-V/def2-TZVPD" multiplicity=1 energy_ev=-9024.9745 relative_energy_ev=1.296 lumo_energy_ev=0.893 homo_energy_ev=-9.8
C 2.302 -0.623 0.241 -1.045
C 0.943 -0.057 -0.063 0.644
F 0.961 1.333 0.033 -0.277
C -0.188 -0.666 -0.425 -0.399
C -1.546 0.101 -0.501 -0.423
O -2.533 -0.208 0.525 -0.543
H 2.482 -0.779 1.332 0.234
H 3.068 0.088 -0.130 0.314
H 2.668 -1.524 -0.366 0.314
H -0.213 -1.770 -0.549 0.268
H -1.171 1.155 -0.321 0.225
H -2.101 0.042 -1.340 0.386
H -2.182 -0.070 1.371 0.302